# 1
{"formula": "C29H20IIrO2PS", "method": "ωB97M-V with the def2-TZVPD basis set", "e_above_lowest_kj_mol": 107.9, "multiplicity": 6, "e_lumo_ev": [-7.054, -10.024], "total_charge": 2, "homo_ev": [-12.56, -14.52], "energy_ev": -65537.461, "symbols": ["Ir", "O", "C", "O", "C", "C", "C", "C", "C", "C", "S", "H", "H", "H", "H", "I", "C", "C", "C", "C", "C", "C", "C", "C", "C", "P", "C", "C", "C", "C", "C", "C", "C", "C", "C", "C", "C", "C", "C", "H", "H", "H", "H", "H", "H", "H", "H", "H", "H", "H", "H", "H", "H", "H", "H"], "xyz": [[-0.3743, -0.0267, -0.4002], [-1.6467, 3.9511, -0.6422], [-1.4206, 2.9334, -0.0477], [-0.9611, 1.8591, -0.6603], [-1.6320, 2.8950, 1.4631], [-2.2283, 4.0301, 1.9720], [-2.4855, 4.1856, 3.3377], [-2.1251, 3.1861, 4.2336], [-1.5206, 2.0493, 3.7571], [-1.2580, 1.8661, 2.3682], [-0.5106, 0.3680, 2.0502], [-2.4979, 4.8106, 1.2754], [-2.9657, 5.0894, 3.6874], [-2.3146, 3.2967, 5.2919], [-1.2267, 1.2606, 4.4373], [0.0859, -2.7235, 0.2236], [1.1370, -3.7181, -1.3114], [1.1306, -5.0935, -1.0672], [1.7354, -5.9940, -1.9201], [2.3715, -5.5098, -3.0506], [2.4080, -4.1351, -3.3255], [3.0857, -3.7383, -4.4960], [3.1887, -2.4084, -4.8479], [2.6043, -1.4681, -4.0240], [1.9149, -1.7980, -2.8415], [1.2482, -0.2403, -2.0781], [0.3430, 0.4161, -3.5069], [0.8213, 1.4493, -4.3112], [0.0381, 1.9234, -5.3506], [-1.2137, 1.3724, -5.5927], [-1.6905, 0.3387, -4.7970], [-0.9168, -0.1387, -3.7546], [2.7052, 0.7731, -1.7689], [3.9892, 0.2474, -1.6370], [5.0441, 1.0849, -1.3078], [4.8222, 2.4397, -1.1065], [3.5396, 2.9630, -1.2210], [2.4802, 2.1333, -1.5406], [1.7933, -3.1669, -2.4548], [0.6313, -5.4677, -0.1831], [1.7094, -7.0533, -1.7060], [2.8556, -6.1940, -3.7362], [3.5298, -4.5053, -5.1188], [3.7119, -2.1084, -5.7452], [2.6780, -0.4234, -4.2967], [1.7884, 1.8965, -4.1204], [0.4034, 2.7309, -5.9704], [-1.8214, 1.7533, -6.4021], [-2.6663, -0.0876, -4.9852], [-1.2919, -0.9495, -3.1373], [4.1786, -0.8095, -1.7815], [6.0409, 0.6774, -1.2074], [5.6485, 3.0898, -0.8532], [3.3659, 4.0177, -1.0574], [1.4746, 2.5384, -1.6112]], "atomic_forces_ev_per_a": [[-0.04, 0.84, 0.21], [0.02, -0.03, -0.14], [-0.07, 0.08, 0.42], [-0.08, -0.25, -0.26], [-0.05, 0.21, -0.38], [0.02, -0.05, 0.03], [0.02, -0.03, -0.06], [0.01, -0.03, 0.05], [0.03, -0.07, 0.12], [-0.06, -0.19, 0.03], [0.26, -0.01, -0.20], [0.00, 0.00, -0.01], [0.00, 0.00, 0.01], [0.00, 0.00, 0.00], [0.00, 0.01, 0.00], [0.11, -0.53, -0.22], [-0.06, 0.38, 0.10], [-0.02, -0.31, 0.08], [-0.17, 0.03, 0.28], [0.14, 0.21, -0.27], [0.01, -0.09, -0.01], [-0.03, -0.29, 0.09], [-0.05, 0.37, 0.03], [0.25, -0.15, -0.31], [-0.08, -0.11, 0.32], [-0.13, -0.05, 0.14], [0.04, -0.01, 0.08], [-0.01, 0.00, 0.05], [0.01, 0.02, -0.02], [-0.01, -0.01, 0.01], [-0.03, 0.01, -0.04], [0.05, -0.03, 0.00], [0.04, -0.08, -0.02], [-0.04, -0.03, -0.04], [0.04, 0.03, 0.01], [-0.02, -0.03, -0.01], [0.06, 0.00, 0.01], [-0.18, 0.01, -0.01], [-0.01, 0.16, -0.08], [0.00, -0.01, -0.02], [-0.01, 0.00, 0.01], [0.00, 0.02, -0.01], [-0.01, 0.00, 0.00], [0.00, 0.01, 0.01], [0.03, -0.02, -0.02], [0.02, 0.00, 0.01], [0.00, 0.00, 0.00], [0.00, 0.00, 0.00], [0.00, 0.00, 0.00], [-0.02, 0.00, 0.02], [0.00, -0.01, -0.01], [0.00, 0.00, 0.00], [0.01, 0.00, 0.00], [-0.01, 0.00, 0.00], [0.05, 0.01, 0.00]]}

=====

# 2
{"formula": "C29H20N2O", "method": "ωB97M-V with the def2-TZVPD basis set", "multiplicity": 1, "e_lumo_ev": 0.107, "smiles": "COc1ccc(C2([C@H](C#N)c3ccc(C#N)cc3)c3ccccc3-c3ccccc32)cc1", "total_charge": 0, "homo_ev": -8.51, "energy_ev": -35424.706, "symbols": ["C", "O", "C", "C", "C", "C", "C", "C", "C", "N", "C", "C", "C", "C", "C", "N", "C", "C", "C", "C", "C", "C", "C", "C", "C", "C", "C", "C", "C", "C", "C", "C", "H", "H", "H", "H", "H", "H", "H", "H", "H", "H", "H", "H", "H", "H", "H", "H", "H", "H", "H", "H"], "xyz": [[-9.4104, -1.5060, 0.1196], [-8.3634, -2.2248, 0.8096], [-7.0589, -1.8680, 0.6526], [-6.0998, -2.6909, 1.2880], [-4.7499, -2.4049, 1.1538], [-4.2980, -1.2873, 0.4449], [-2.7942, -0.9967, 0.4549], [-2.4229, -0.7625, 1.9112], [-3.3165, 0.2901, 2.3886], [-3.9786, 1.1184, 2.8825], [-0.9359, -0.4537, 2.2694], [-0.0437, -1.5086, 2.5304], [1.2563, -1.2645, 2.9552], [1.6972, 0.0437, 3.1536], [3.0949, 0.3215, 3.4466], [4.2211, 0.5494, 3.6729], [0.7844, 1.0870, 3.0158], [-0.5340, 0.8307, 2.6127], [-2.3105, 0.2448, -0.3074], [-2.8450, 1.5156, -0.3675], [-2.1931, 2.5124, -1.1337], [-1.0088, 2.2057, -1.8311], [-0.4883, 0.9035, -1.7957], [-1.1457, -0.0560, -1.0350], [-0.8948, -1.5002, -0.9383], [0.0704, -2.2683, -1.5721], [0.0015, -3.6652, -1.4595], [-1.0755, -4.2639, -0.7818], [-2.0667, -3.4692, -0.1817], [-1.9240, -2.1001, -0.1778], [-5.2409, -0.5184, -0.2302], [-6.6146, -0.7483, -0.0860], [-10.3129, -2.0516, 0.3914], [-9.4703, -0.4703, 0.4724], [-9.2702, -1.5221, -0.9682], [-6.4395, -3.5550, 1.8498], [-4.0306, -3.0666, 1.6306], [-2.6371, -1.6808, 2.4651], [-0.4133, -2.5262, 2.4806], [1.9319, -2.0853, 3.1772], [1.0953, 2.0995, 3.2661], [-1.2570, 1.6466, 2.6340], [-3.7835, 1.7529, 0.1506], [-2.6154, 3.5278, -1.1736], [-0.4883, 2.9853, -2.3812], [0.4162, 0.6215, -2.3306], [0.8714, -1.7688, -2.1247], [0.7840, -4.2938, -1.8896], [-1.1644, -5.3545, -0.7294], [-2.9549, -3.9293, 0.2452], [-4.9171, 0.2869, -0.8747], [-7.3421, -0.0889, -0.5645]], "atomic_forces_ev_per_a": [[0.69, -0.27, 0.40], [-0.14, 0.23, -0.25], [0.54, 0.52, -0.12], [-0.33, 0.34, -0.56], [-0.44, 0.12, 0.33], [0.01, -0.32, -0.61], [-0.12, -0.05, -1.53], [1.24, -0.21, 1.10], [-1.34, 1.86, 2.15], [1.40, -1.76, -1.29], [-0.44, -0.13, 0.63], [-0.23, 0.27, -0.04], [-0.06, -0.25, -0.03], [0.08, 0.20, -0.33], [1.84, 0.36, 0.60], [-2.50, -0.51, -0.52], [-0.31, 0.12, 0.00], [0.48, 0.36, 0.04], [0.13, -0.26, -0.60], [-0.14, 0.90, -0.12], [0.22, -0.43, 0.10], [-0.38, -0.17, 0.46], [-0.22, 0.17, 0.33], [-0.20, 0.09, 0.03], [-0.22, -0.36, 0.12], [0.10, -0.21, 0.16], [-0.25, -0.03, 0.38], [0.17, 0.27, -0.26], [0.18, -0.44, 0.15], [0.27, 0.81, -0.50], [-0.24, -0.04, 0.29], [-0.24, -0.84, 0.16], [0.02, 0.18, -0.12], [0.00, -0.14, -0.04], [0.06, -0.05, 0.19], [0.02, 0.10, -0.08], [-0.24, 0.18, 0.10], [-0.28, 0.14, 0.08], [0.16, -0.04, -0.26], [-0.13, 0.05, -0.16], [-0.11, -0.19, -0.14], [0.23, -0.16, -0.27], [0.59, 0.01, -0.17], [0.26, -0.59, 0.00], [-0.14, -0.15, 0.00], [-0.16, 0.24, -0.01], [-0.25, -0.34, 0.09], [-0.29, 0.22, 0.04], [0.08, 0.46, -0.11], [0.39, -0.06, -0.01], [-0.06, 0.03, 0.11], [0.33, -0.24, 0.06]]}

=====

# 3
{"formula": "C29H20N6O2Zn", "method": "ωB97M-V with the def2-TZVPD basis set", "e_above_lowest_kj_mol": 100.3, "multiplicity": 1, "e_lumo_ev": -0.924, "total_charge": 0, "homo_ev": -7.80, "energy_ev": -91851.826, "symbols": ["Zn", "O", "C", "C", "C", "C", "C", "C", "C", "O", "N", "N", "C", "C", "C", "C", "C", "C", "N", "H", "H", "H", "H", "H", "H", "H", "H", "H", "H", "N", "C", "C", "C", "C", "C", "C", "C", "C", "C", "C", "C", "C", "N", "C", "C", "C", "C", "N", "H", "H", "H", "H", "H", "H", "H", "H", "H", "H"], "xyz": [[0.0719, -0.3862, 0.4884], [-4.9414, -0.0170, -1.3906], [-4.9976, -1.1505, -0.6687], [-6.1217, -1.9609, -0.8401], [-6.2504, -3.1371, -0.1313], [-5.2659, -3.5359, 0.7711], [-4.1548, -2.7361, 0.9415], [-3.9938, -1.5454, 0.2290], [-2.7592, -0.7552, 0.4508], [-1.8604, -1.1898, 1.2261], [-2.6819, 0.4261, -0.1802], [-1.4744, 0.9714, 0.1368], [-1.3438, 2.2178, 0.3292], [-0.0924, 2.6596, 0.9754], [0.2807, 3.9934, 1.0303], [1.4394, 4.3317, 1.7124], [2.1798, 3.3296, 2.3150], [1.7326, 2.0209, 2.2074], [0.6200, 1.6878, 1.5652], [-4.1181, 0.4579, -1.1375], [-6.8804, -1.6362, -1.5395], [-7.1297, -3.7518, -0.2791], [-5.3720, -4.4539, 1.3325], [-3.3749, -3.0069, 1.6413], [-2.1640, 2.9119, 0.1640], [-0.3246, 4.7452, 0.5421], [1.7579, 5.3641, 1.7691], [3.0875, 3.5463, 2.8597], [2.2944, 1.2056, 2.6473], [8.9816, -5.3026, -0.0607], [7.9604, -4.7769, -0.0843], [6.6809, -4.1160, -0.1066], [5.7899, -4.3587, -1.1475], [4.5602, -3.7227, -1.1586], [4.2175, -2.8400, -0.1408], [5.1187, -2.5955, 0.8925], [6.3460, -3.2342, 0.9177], [2.9038, -2.1339, -0.1407], [2.9464, -0.7540, -0.4382], [4.0640, -0.0399, -0.9214], [3.6175, 1.2287, -1.2505], [2.2483, 1.2419, -0.9504], [1.8319, 0.0701, -0.4659], [1.7706, -2.8904, 0.0904], [1.6915, -4.3103, 0.2240], [0.3629, -4.6324, 0.2710], [-0.3438, -3.4024, 0.2033], [0.4720, -2.3697, 0.0944], [6.0634, -5.0405, -1.9409], [3.8603, -3.9021, -1.9643], [4.8492, -1.9029, 1.6788], [7.0455, -3.0533, 1.7222], [5.0610, -0.4326, -1.0398], [4.1868, 2.0402, -1.6730], [1.5624, 2.0690, -1.0674], [2.5319, -4.9846, 0.2559], [-0.0812, -5.6107, 0.3504], [-1.4121, -3.2614, 0.2519]], "atomic_forces_ev_per_a": [[-0.22, -0.10, -0.15], [-0.12, -0.10, -0.02], [-0.06, 0.08, -0.09], [0.01, -0.01, 0.02], [-0.01, -0.01, -0.01], [0.02, 0.03, 0.00], [0.01, -0.02, 0.02], [0.08, 0.01, 0.03], [-0.13, -0.09, 0.06], [0.05, 0.01, -0.13], [0.32, 0.06, 0.10], [-0.10, 0.06, -0.19], [0.07, 0.07, 0.08], [-0.14, -0.09, -0.04], [0.08, 0.03, 0.02], [-0.04, 0.01, -0.03], [0.02, -0.03, 0.01], [0.03, 0.00, -0.05], [0.00, -0.04, 0.12], [0.07, 0.04, 0.01], [0.00, 0.00, 0.00], [0.00, 0.00, 0.00], [0.00, 0.00, 0.00], [-0.01, -0.01, 0.01], [0.01, 0.00, 0.02], [-0.01, 0.00, 0.00], [0.01, 0.00, 0.01], [0.00, 0.01, 0.00], [0.00, 0.00, 0.01], [0.00, 0.00, -0.01], [-0.04, 0.01, -0.01], [0.10, -0.03, 0.03], [-0.03, 0.00, -0.02], [-0.02, -0.01, -0.01], [-0.02, 0.07, 0.13], [0.04, -0.04, -0.04], [-0.06, 0.03, -0.01], [0.08, 0.07, -0.08], [-0.13, -0.16, -0.02], [0.05, 0.07, -0.01], [0.01, -0.06, -0.02], [-0.04, -0.01, 0.01], [0.05, 0.07, 0.03], [-0.07, 0.04, -0.12], [0.06, 0.00, -0.03], [-0.05, 0.06, 0.00], [-0.03, -0.14, 0.03], [0.11, 0.09, 0.32], [0.00, 0.00, 0.00], [0.00, 0.00, 0.00], [0.00, 0.00, 0.01], [0.00, -0.01, 0.00], [0.00, 0.00, 0.00], [0.01, 0.00, 0.00], [0.00, 0.00, -0.01], [0.00, 0.00, 0.00], [0.01, -0.01, 0.00], [0.03, 0.02, 0.01]]}

=====

# 4
{"formula": "C29H21CoF10N3PS2", "method": "ωB97M-V with the def2-TZVPD basis set", "e_above_lowest_kj_mol": 0.0, "multiplicity": 4, "e_lumo_ev": [2.589, 2.581], "total_charge": -1, "homo_ev": [-4.53, -4.52], "energy_ev": -130647.556, "symbols": ["Co", "C", "N", "C", "C", "N", "C", "C", "F", "C", "F", "C", "F", "C", "F", "C", "F", "C", "C", "N", "C", "C", "F", "C", "F", "C", "F", "C", "F", "C", "F", "H", "H", "H", "H", "H", "H", "H", "H", "H", "H", "H", "S", "P", "S", "C", "C", "C", "C", "C", "C", "C", "C", "C", "C", "C", "C", "H", "H", "H", "H", "H", "H", "H", "H", "H", "H"], "xyz": [[0.1699, -1.1141, -1.1767], [-0.9993, -2.1194, -4.1955], [0.1000, -2.3405, -3.2718], [1.3981, -2.0214, -3.8587], [1.6282, -0.5340, -3.6574], [1.6974, -0.3118, -2.2143], [2.4021, 0.7909, -1.7827], [3.2262, 0.7166, -0.6457], [3.4280, -0.4653, -0.0493], [3.9085, 1.7983, -0.1294], [4.6804, 1.6453, 0.9539], [3.8469, 3.0296, -0.7506], [4.5096, 4.0843, -0.2568], [3.0922, 3.1402, -1.8948], [2.9948, 4.3268, -2.5128], [2.3951, 2.0499, -2.3881], [1.6101, 2.2695, -3.4613], [-0.0318, -3.6144, -2.5709], [-1.2811, -3.6026, -1.6518], [-1.4824, -2.2456, -1.2190], [-2.6606, -1.7524, -0.8030], [-3.8495, -2.4186, -0.4780], [-3.9056, -3.7709, -0.5275], [-4.9794, -1.7555, -0.0394], [-6.0707, -2.4654, 0.2861], [-5.0130, -0.3835, 0.0740], [-6.1225, 0.2490, 0.4966], [-3.8745, 0.3254, -0.2637], [-3.8768, 1.6606, -0.2035], [-2.7594, -0.3554, -0.6756], [-1.6417, 0.3558, -1.0148], [-0.9689, -2.8388, -5.0285], [-0.9491, -1.1116, -4.6084], [-1.9498, -2.2177, -3.6729], [1.4493, -2.2901, -4.9240], [2.1720, -2.5755, -3.3265], [0.8067, 0.0123, -4.1358], [2.5510, -0.2235, -4.1615], [0.8734, -3.7496, -1.9728], [-0.0992, -4.4624, -3.2682], [-1.0895, -4.2898, -0.8177], [-2.1449, -3.9973, -2.1931], [-2.2245, -1.0798, 2.8987], [-0.4843, -0.3316, 2.3925], [0.6755, -1.3651, 1.0808], [-0.6158, 1.3881, 1.7840], [-1.6615, 2.1948, 2.2223], [-1.7099, 3.5332, 1.8467], [-0.7227, 4.0676, 1.0274], [0.3180, 3.2622, 0.5824], [0.3715, 1.9288, 0.9643], [0.5891, -0.0627, 3.8622], [1.9778, -0.0067, 3.7686], [2.7433, 0.2847, 4.8923], [2.1302, 0.5192, 6.1156], [0.7458, 0.4612, 6.2144], [-0.0208, 0.1715, 5.0924], [-2.4423, 1.7590, 2.8349], [-2.5305, 4.1563, 2.1844], [-0.7689, 5.1086, 0.7278], [1.0876, 3.6696, -0.0655], [1.1823, 1.2984, 0.6209], [2.4578, -0.1978, 2.8157], [3.8226, 0.3281, 4.8066], [2.7289, 0.7429, 6.9908], [0.2613, 0.6347, 7.1684], [-1.1008, 0.1073, 5.1632]], "atomic_forces_ev_per_a": [[-0.14, -0.30, -0.57], [-0.02, 0.06, 0.00], [-0.02, -0.08, 0.16], [-0.11, -0.02, -0.05], [0.11, 0.01, 0.20], [-0.11, 0.29, 0.25], [-0.03, -0.31, -0.10], [0.18, -0.23, 0.01], [-0.02, 0.03, -0.03], [0.06, -0.11, 0.09], [0.01, 0.00, 0.03], [0.05, 0.04, 0.04], [0.03, 0.04, 0.01], [-0.08, 0.03, -0.22], [-0.01, 0.02, -0.01], [-0.14, 0.24, -0.07], [0.00, -0.03, -0.03], [-0.02, -0.03, -0.05], [0.05, 0.12, -0.06], [0.07, 0.28, 0.18], [0.10, -0.13, -0.09], [-0.03, -0.19, 0.06], [0.00, -0.02, 0.02], [-0.09, -0.14, 0.00], [-0.01, -0.02, 0.00], [-0.07, 0.05, 0.03], [-0.02, 0.02, 0.00], [0.07, 0.04, -0.01], [0.02, 0.07, 0.03], [0.16, 0.14, -0.07], [-0.13, 0.18, 0.04], [-0.01, -0.01, 0.00], [0.01, -0.02, -0.01], [0.05, 0.02, -0.01], [-0.06, -0.06, 0.00], [0.02, 0.01, 0.02], [0.06, 0.07, -0.07], [0.04, -0.01, 0.05], [-0.02, 0.01, 0.02], [0.04, -0.06, -0.01], [-0.04, -0.05, -0.03], [-0.04, 0.00, -0.07], [-0.03, 0.08, 0.02], [-0.01, -0.07, -0.10], [0.38, -0.02, 0.38], [0.01, 0.11, 0.00], [0.03, 0.08, -0.11], [0.00, -0.06, -0.03], [-0.05, -0.03, 0.04], [-0.03, -0.01, 0.00], [-0.01, 0.07, 0.03], [-0.03, -0.02, 0.06], [0.00, 0.05, 0.02], [-0.05, -0.02, -0.07], [-0.05, -0.01, -0.03], [0.01, -0.03, -0.07], [0.04, -0.02, 0.06], [0.02, 0.02, 0.01], [0.03, -0.03, -0.02], [0.00, -0.04, 0.02], [-0.07, -0.03, 0.06], [-0.10, 0.05, 0.06], [-0.02, 0.00, 0.02], [-0.02, -0.01, 0.00], [-0.01, 0.00, -0.02], [0.00, 0.00, -0.03], [0.04, -0.01, -0.01]]}